No. 1
Formula: C24H45Cl3CrN3O4Si
Source: the OMol25 dataset
Level of theory: ωB97M-V/def2-TZVPD

Summary:
Relative energy (zero: lowest compared OMol25 entry of this formula, charge and spin), kcal/mol: 20.98
E_LUMO (alpha / beta), Ha: -0.0131 / 0.0077
Gap between HOMO and LUMO (alpha / beta), eV: 7.97 / 8.53

Structure (ORCA input):
```
! RIJCOSX wB97M-V def2-TZVPD def2/J DEFGRID3
* xyz 0 4
H 0.9400 -1.9646 -0.3597
H -0.7068 9.0411 0.7357
C 3.3789 -0.3271 0.2991
H -0.7392 -7.1061 -1.2094
H -5.0183 -7.0757 -3.7922
C -1.8853 6.7663 2.0854
H -1.6265 6.6568 3.1498
O 0.4632 3.4726 3.2915
H 4.0907 1.6553 -1.3899
O -0.7495 4.8458 0.6272
C -2.0935 -5.9593 -2.4378
H 0.9229 8.3449 0.9121
H -0.2626 -1.4659 0.8488
H 1.2488 7.1128 5.4412
H 4.3444 -0.7678 0.0272
C 0.4399 -4.7462 1.3244
H -0.1090 -6.7394 -3.8290
C -0.0595 -3.2755 -4.2720
C -3.7018 -8.2456 -2.5173
H 1.3124 6.1051 -0.9613
H -2.1952 -9.1410 -1.2385
Cl 0.1186 1.4121 -0.5508
N -0.6606 6.9792 1.3111
Cr 0.2631 2.8461 1.2797
N 3.6142 1.0730 0.5755
O 1.7351 1.4933 1.8687
H 0.3223 5.4128 2.7073
H 1.5113 5.1340 6.5718
Cl 2.0627 4.0842 0.3375
H 0.8330 -3.2824 -4.9047
H -0.0524 8.6970 2.3467
H 5.4709 1.3326 -0.3353
C -4.0953 -7.0905 -3.2092
H 1.6564 -5.0561 -5.6275
H -0.2003 5.8386 -1.7271
C -0.0986 8.3276 1.3140
H 0.2762 -5.7919 -6.4593
C 2.9026 1.7526 1.4856
H -0.8884 -2.8761 -4.8791
H -2.5589 7.6255 1.9524
C 0.4316 4.6990 3.5369
H 2.6808 -0.4547 -0.5380
H -2.3460 5.8350 1.7282
C 4.4669 1.7675 -0.3653
C -2.4427 -4.0161 0.5490
H 1.4256 -6.8124 -5.6043
C -0.3620 -4.6505 -3.7677
C 0.1062 -5.7835 -4.3063
C -2.5075 -8.2491 -1.7872
C -3.3021 -5.9455 -3.1502
H 0.1674 -4.4782 2.3559
H -3.0802 -3.4004 -0.0998
N 0.5381 5.2682 4.7441
H 1.1863 3.5598 5.8021
H -2.6047 -3.6974 1.5888
C 0.2638 6.4078 -0.9265
O -0.3984 -4.5592 -1.3728
H -0.7020 -1.5377 -0.8564
H -0.1133 4.4908 6.5936
H 0.3238 -5.8336 1.2118
H -3.5713 -5.0224 -3.6738
H -2.7724 -5.0605 0.4552
Si -0.6375 -3.8239 0.1072
H 2.9768 -0.8192 1.1867
H -4.3291 -9.1402 -2.5495
C -0.1195 -2.0445 -0.0755
C -1.6899 -7.1102 -1.7533
H 4.5104 2.8309 -0.1313
H 0.1373 7.4711 -1.1195
C 0.7936 4.5559 5.9836
H 0.3717 7.1690 3.8940
C -1.2329 -4.7001 -2.5191
C -0.4019 6.0182 0.3518
C 0.9048 -5.8510 -5.5596
Cl -1.8653 2.4682 1.8988
H -1.9188 -3.8408 -2.5854
H 1.5016 -4.5028 1.1766
H 0.1048 -2.5789 -3.4379
H -0.5288 6.9519 5.4213
C 0.3976 6.7082 4.8830
H 3.4312 2.6134 1.9181
*
```


No. 2
Formula: C24H45ClO4P2Re
Source: the OMol25 dataset
Level of theory: ωB97M-V/def2-TZVPD

Summary:
E_LUMO (alpha / beta), Ha: -0.2798 / -0.3574
Gap between HOMO and LUMO (alpha / beta), eV: 6.92 / 4.82

Structure (ORCA input):
```
! RIJCOSX wB97M-V def2-TZVPD def2/J DEFGRID3
* xyz 2 4
O -0.0003 -0.8367 4.7908
H -0.9108 2.4902 -3.6030
C -1.6549 1.2824 2.9433
H 3.0638 -0.4999 -2.7017
H 2.0076 0.7749 -1.0812
H -2.0759 -1.3469 -3.1146
H -2.6003 1.7634 -2.5117
H 2.4723 2.8844 -0.7699
H 0.4866 -4.6227 -0.3374
H 4.6086 2.0851 1.8968
H 4.1951 0.7421 0.7978
H 3.1199 3.9544 0.5053
H -2.0945 -2.6634 1.8321
H -0.8789 -3.6957 -1.0220
H 0.6073 2.9590 2.8528
C -2.1832 -0.6019 1.2863
H 1.7917 -1.9153 2.4018
C -0.2677 -3.8541 -0.1293
H 3.8511 0.6041 2.5507
H 1.3544 3.8252 0.2391
Cl 1.4735 -0.9166 5.0651
H 2.2749 0.6029 -3.8405
H -3.3014 -1.7351 2.7222
Re -0.4629 -0.2696 -1.2937
C 2.3032 3.2748 0.2403
H -1.3242 2.3190 2.9162
C -1.1643 -0.7593 -3.0468
O 1.3120 0.8248 1.0015
H -4.2706 -1.5662 -0.9767
H -1.5967 -1.5204 3.1100
H -2.1158 0.6959 -4.2893
C -1.8858 0.7553 1.5769
P 0.5732 -2.2982 0.3604
C 1.6380 2.6134 3.0047
C -3.2529 -1.8762 -0.6926
H 1.6665 1.8108 3.7720
C 3.8938 1.2856 1.6971
H -2.8456 3.4431 0.5435
H 0.2183 2.2841 -1.5420
C 1.2866 -1.3398 -3.6126
C -0.3015 1.5783 -3.5662
C -2.3552 0.6122 -0.7170
H -1.1303 3.3982 0.9935
C -2.2951 -1.6841 2.2830
H -2.7784 -2.2959 -1.5860
H -0.6651 -0.0299 -4.9895
C -1.8773 2.9759 0.3072
H 2.2767 3.4524 3.3093
H 1.5833 -3.6731 2.0960
C -1.9544 1.5039 0.3971
O 1.6756 -1.5139 6.4037
P 2.2404 1.9412 1.4586
H -0.9094 0.6794 3.4767
C -1.0993 0.3582 -4.0639
C 0.1912 1.3779 -2.1383
O 2.0373 0.4821 5.0643
C 2.0842 -0.1500 -3.0597
H -3.9862 1.8190 -1.4185
C 2.2117 -2.3795 -0.4384
H -0.1478 -2.6240 -2.5301
H 2.6375 -3.3835 -0.3143
C 0.0157 -1.5689 -2.7757
H -2.5664 1.2546 3.5554
C -2.4770 -0.7383 -0.1136
C 1.3342 0.4775 -1.8855
H 0.2389 -2.6999 2.7620
H 2.1315 -2.1425 -1.5030
H -0.9261 -4.1905 0.6817
H 0.9689 -1.1585 -4.6488
C 1.0862 -2.6877 2.0664
C -3.2043 1.1630 -1.8267
H -3.6956 0.3654 -2.3772
H 2.8587 -1.6293 0.0351
H -1.6048 3.2984 -0.7017
H 1.8926 -2.2584 -3.5899
H 0.5412 1.7909 -4.2328
H -3.3434 -2.6774 0.0452
*
```


No. 3
Formula: C24H45ClP2V
Source: the OMol25 dataset
Level of theory: ωB97M-V/def2-TZVPD

Summary:
Relative energy (zero: lowest compared OMol25 entry of this formula, charge and spin), kcal/mol: 77.30
E_LUMO (alpha / beta), Ha: -0.1776 / -0.1507
Gap between HOMO and LUMO (alpha / beta), eV: 5.67 / 6.40

Structure (ORCA input):
```
! RIJCOSX wB97M-V def2-TZVPD def2/J DEFGRID3
* xyz 1 3
H 0.7816 3.4542 0.6776
C -0.6106 -4.1986 0.6506
H 0.9896 -1.7690 -5.0514
H -1.3046 1.3498 -5.9589
H -2.3116 -2.0279 -1.1996
H 2.9723 -1.7701 -1.7863
H -2.4176 -4.8631 1.6278
H -1.6670 -1.5194 3.5419
C -2.4366 -2.9751 -0.6440
C 0.7972 0.2178 -1.6041
H 0.4612 -4.4252 0.7260
H -2.6454 4.0718 0.4965
Cl 2.0039 -2.0535 2.3102
C 3.2632 0.1278 -0.8282
H -1.5567 2.0987 -4.3469
H -1.4381 2.5596 4.7336
H 1.5582 -0.1447 -5.5357
H -2.9306 3.4625 4.2986
C -3.2688 -2.7150 0.6358
H 0.9899 -0.7902 -1.9915
H -2.8573 -0.7943 1.5792
C 1.8979 1.6993 0.2174
H -1.7186 5.3585 3.2930
H 2.6894 2.9884 2.5198
C 0.6812 2.3628 0.7058
H -3.3903 2.5371 1.0251
H 6.1185 0.4977 0.0181
H -0.1831 2.0791 0.0992
H 5.5782 0.6850 1.6943
H -0.9116 -5.5493 2.2394
H 0.1425 -0.8798 -6.3662
H -0.3891 -3.4350 -1.2923
H 5.3362 -0.8568 0.8550
H -2.7639 1.7187 3.8806
C -1.3341 -3.6173 3.0371
C 3.1594 1.6628 0.9169
C 5.3228 0.2347 0.7300
H 3.4147 1.4527 3.0328
H 0.4731 2.0839 1.7614
H -0.7594 5.3473 1.7749
H -3.6852 4.0421 1.9583
H 0.5840 0.8995 -2.4520
C -1.3794 -4.6256 1.8630
H -3.0390 -3.6242 -1.3008
P -0.4155 -0.0233 -4.1418
C -2.9467 3.4793 1.3705
C -1.0723 -3.5812 -0.4437
H -0.2921 -3.5201 3.3806
C 3.4335 2.2316 2.2499
C -1.9770 -0.9600 -4.3532
C 3.9990 0.6949 0.2628
C -0.9417 4.8295 2.7256
C 1.9585 0.7331 -0.8512
C -2.6174 -1.8620 1.6983
C -2.2334 2.6738 3.9857
H 3.9830 -0.6385 -2.6934
H -2.7646 -0.4651 -3.7687
H -0.1202 0.1736 -1.0014
C -1.8790 -2.2446 2.7451
H -0.0103 4.8162 3.3056
C 0.6708 -0.7802 -5.4081
C 3.7329 -0.9885 -1.6823
H -3.6461 -3.6622 1.0373
H -1.8899 -4.0546 3.8831
H 4.4279 2.6905 2.2857
C -0.8492 1.5468 -4.9795
H 0.0600 2.1486 -5.1070
H -2.2706 -0.9934 -5.4115
H -1.8390 -1.9807 -3.9721
V 2.2600 -0.1108 0.9199
P -1.4577 3.0961 2.3847
H 4.6303 -1.4635 -1.2689
H -4.1497 -2.1428 0.3058
*
```


No. 4
Formula: C24H45N3O24S6
Source: the OMol25 dataset
Level of theory: ωB97M-V/def2-TZVPD

Summary:
Relative energy (zero: lowest compared OMol25 entry of this formula, charge and spin), kcal/mol: 0.00
E_LUMO, Ha: -0.0016
Gap between HOMO and LUMO, eV: 10.74

Structure (ORCA input):
```
! RIJCOSX wB97M-V def2-TZVPD def2/J DEFGRID3
* xyz 0 1
H 9.4143 16.2103 12.9625
H 12.4525 6.3006 6.8167
H 12.9225 11.0708 16.2570
C 14.8452 8.5726 14.7067
H 7.6667 13.8208 13.5017
H 10.0166 14.5997 13.4341
H 14.2368 14.7727 15.4075
S 8.6756 14.4751 10.3742
C 9.5106 10.1614 11.3393
O 9.5805 6.9694 12.8533
O 9.8418 14.8779 11.4568
H 12.2390 9.2741 17.6229
S 13.1750 7.6678 9.6588
C 7.9023 14.5500 12.7278
O 10.9203 6.6485 14.8727
O 8.5894 7.9134 6.6780
O 11.8957 7.3775 10.2231
C 13.6173 14.4115 14.5789
H 14.2929 10.7538 9.5260
C 9.3324 5.7316 9.5220
H 14.8414 9.4081 14.0142
S 16.1721 6.5944 15.4029
O 8.8973 10.9491 12.3973
H 11.6965 13.2519 7.8071
O 14.7097 6.2566 14.8175
O 13.5231 6.6139 8.5219
C 12.3154 11.9342 18.1356
C 10.2503 9.7459 17.9313
S 9.0738 7.7418 8.0220
H 11.5825 10.5411 11.2932
H 7.7177 9.0655 15.8375
O 16.0648 6.5907 16.7772
O 9.3172 8.4497 14.7557
O 8.4820 6.2190 14.9552
O 9.3366 11.6040 14.6800
H 12.5902 14.2649 11.9311
N 16.1245 13.2490 9.8862
H 12.7469 15.1054 14.5328
C 13.5754 12.0619 7.8761
O 14.3571 7.8769 10.4111
H 8.5077 7.2860 10.7462
H 14.4496 15.7212 13.1731
H 12.8944 13.8764 9.0228
C 7.8571 8.5617 14.8662
H 14.0925 6.7987 6.5743
N 13.8366 11.4108 12.4514
C 13.6283 13.9899 12.1316
H 14.4322 8.8566 15.6699
H 8.8189 9.3614 11.1371
H 11.2780 9.2862 16.1315
C 13.7451 12.5299 12.3056
N 9.3135 9.6890 18.5677
H 15.2561 10.7698 8.0263
O 7.7156 13.8762 11.4834
O 10.6468 12.5640 12.8259
O 16.1898 8.1230 14.8538
C 14.1694 7.3902 14.0819
C 12.0033 11.2017 16.8589
O 9.7699 8.7338 8.7012
H 9.5080 10.7299 10.3856
S 9.7496 7.0798 14.2665
C 8.2185 6.5832 9.9698
C 13.2272 7.0109 7.1998
H 12.9974 11.4501 18.8772
O 10.8593 10.2467 13.3168
C 12.8289 8.5248 7.3102
H 13.4607 9.1986 6.7473
H 13.0118 11.2604 7.4046
C 9.3425 15.1507 12.7529
H 14.0172 12.6428 7.0491
H 10.1348 5.8187 10.2741
H 13.0695 7.3923 14.1720
H 6.6574 6.6304 14.1541
H 7.3392 6.1531 10.2794
H 13.2188 13.3952 14.6480
H 11.3387 11.8958 16.3833
C 7.2936 7.0681 14.9353
H 14.4717 7.2035 13.0730
O 17.2017 5.8611 14.7300
S 9.9249 11.4931 13.3954
H 6.8438 6.9635 15.9395
C 15.5069 12.4340 9.3778
H 7.4456 9.0902 14.0552
H 15.3671 14.2439 13.3963
H 12.7010 12.9320 17.8723
H 9.0952 4.7351 9.1295
H 11.3717 12.0748 18.6835
O 7.7998 7.2901 8.7594
O 12.9705 8.8578 8.6620
H 14.2847 14.2481 11.2466
C 14.6751 11.4273 8.7263
H 7.1644 15.3575 12.7244
O 9.8474 6.4387 8.2596
H 11.8890 12.3932 9.3179
O 8.0553 15.7007 9.9402
C 14.3434 14.6378 13.3081
C 12.4898 12.9408 8.5385
C 10.8839 9.8715 11.7772
H 11.0391 8.8168 11.7776
C 11.4450 9.8161 17.0592
O 9.1709 13.4350 9.6035
H 11.7941 8.7781 7.0049
*
```


No. 5
Formula: C24H46Cl21FNO5PS
Source: the OMol25 dataset
Level of theory: ωB97M-V/def2-TZVPD

Summary:
E_LUMO, Ha: 0.0069
Gap between HOMO and LUMO, eV: 7.96

Structure (ORCA input):
```
! RIJCOSX wB97M-V def2-TZVPD def2/J DEFGRID3
* xyz 0 1
H 0.1488 -1.7599 -2.1659
Cl 4.6897 -2.9159 -5.9848
C -2.7073 3.1573 -2.0635
Cl 4.8322 3.4712 -0.3145
H -0.0674 2.5993 -0.1853
C -1.6652 -4.5722 0.0622
H 0.7484 -2.9677 3.4106
H 0.9733 -0.0692 4.2768
H 0.4383 -4.0133 0.1404
C 0.3615 0.0004 -3.3004
O -0.4708 -3.7236 1.9532
Cl 2.8402 -5.1447 -1.6113
Cl 2.9832 -1.2957 4.4084
C -2.6077 -1.4430 0.7003
Cl -2.8836 5.4915 -5.5699
C -2.3349 -2.7130 -1.5448
H 0.0851 -5.4732 1.0285
H -1.0016 2.2615 -3.0425
O -1.9073 1.2821 0.5279
C -4.1864 0.4398 -1.9097
C 0.7567 -3.1419 2.3466
C -0.8221 0.7326 -0.2312
Cl 0.7826 -4.0553 -3.3761
Cl -0.8459 1.4502 5.6087
H -2.4394 -4.1036 0.6543
Cl -9.9322 -1.9084 1.5075
C -2.0652 2.1022 -2.9983
O -3.6000 0.5675 2.0356
Cl -0.5381 4.0701 9.4633
H 5.1897 0.3642 4.7457
C 0.0857 -0.6996 -1.9853
Cl 2.1906 2.9646 9.4022
H -2.0736 -4.7725 -2.0303
C 2.2352 -5.0570 -3.2715
C -1.7600 -1.6517 -0.5784
H -1.8871 -5.6307 0.0019
C 1.9939 0.1070 3.9631
H 1.4601 5.0536 10.2052
H 0.1012 2.5175 7.4818
H -0.8264 -2.0753 -0.2157
C -0.2180 1.5092 7.2561
H 3.1221 2.5731 -1.6663
H -0.5502 -3.9955 -1.7230
H -4.6372 -0.5377 -2.0279
Cl 5.7027 3.3611 -3.5047
H -0.8277 5.3421 -6.7034
H -7.6762 -2.3261 2.0237
H -1.9312 3.8723 -1.8044
Cl 2.0120 4.2348 -0.4046
C 3.3748 3.5685 -1.3178
H -2.2674 -2.1709 1.4234
Cl 4.2941 2.0786 6.0846
F -0.1567 -0.4157 -4.4409
C 5.5884 2.7801 -5.1683
H 0.9266 -0.4636 -1.3536
H -3.4607 3.7297 -2.5878
O -1.4531 0.0439 2.6258
Cl -0.2908 4.6384 -4.5258
H 3.0007 -4.6267 -3.9004
H -8.3429 -3.5315 0.9018
H 2.3907 0.9834 4.4594
Cl 7.0628 1.1459 5.9350
C -0.3126 -4.4910 0.7706
H -1.0018 1.2070 7.9404
H 0.9787 1.4790 -0.6106
C -1.2673 -0.3150 -1.2865
C -1.3277 4.7443 -5.9512
Cl -7.5858 -1.6039 -0.2114
H -4.7837 1.1366 -2.4788
Cl 6.9610 1.7463 -5.5875
H 1.9922 -6.0570 -3.6098
S -2.3594 0.1612 1.5607
C -1.5762 -4.0536 -1.3857
H -1.5045 3.7434 -6.3272
Cl 2.6986 -1.0748 -4.8529
H 4.6705 -0.5679 -6.0184
H 0.9425 3.7152 11.2507
N 0.0260 1.7723 -0.7598
H -2.4624 2.2723 -3.9914
H 1.5858 -3.8089 2.1211
C -8.2985 -2.4780 1.1497
H -3.0799 2.7731 -1.1258
H 5.5810 3.6331 -5.8359
H -2.2347 -2.4428 -2.5892
C 4.3944 -1.3152 -5.2850
H 0.8871 -2.1957 1.8242
Cl -4.3527 -1.6785 0.5390
C 5.5372 1.3397 5.0643
Cl 2.0205 0.3878 2.2117
H 4.6716 2.2134 -5.2787
H -0.2063 0.1542 0.4785
H -3.3734 -2.9690 -1.3842
O 1.0233 0.8884 -3.3464
C 1.0555 4.0492 10.2267
H 5.7043 1.9765 4.2038
H 3.5673 4.2162 -2.1607
H 5.0032 -1.2059 -4.3947
H -4.2139 0.6531 -0.8495
P -2.4614 0.3306 -2.5853
Cl 1.1646 0.4257 7.4391
*
```